No. 1
Density functional theory data (the ωB97M-V functional and the def2-TZVPD basis) for C21H27NiO2Si as an isolated structure in a non-equilibrium geometry.

Computed properties:
**Charge**: -1
**HOMO (alpha / beta)**: -1.55 / -3.04 eV
**2S+1**: 3
**Total energy**: -75228.2197 eV
**Kohn-Sham gap (alpha / beta)**: 0.15837 / 0.21285 hartree

Geometry as XYZ:
```
52
Properties=species:S:1:pos:R:3:forces:R:3
C -2.51859 0.46105 1.54700 0.6 1.3 -0.2
C -1.26316 0.64101 2.26804 -1.4 0.7 -0.2
C -0.60001 1.76583 1.70539 -0.4 0.0 -0.4
H -1.00879 0.16999 3.21422 0.0 0.0 -0.3
C -1.25631 2.15637 0.52468 -0.6 -0.4 0.9
C -2.42439 1.33224 0.35652 -0.1 0.4 1.3
H -3.22447 1.54762 -0.34311 0.1 -0.1 0.1
H -3.41441 -0.05050 1.90415 0.4 -0.1 -0.2
H 0.17485 2.35354 2.18918 0.3 -0.4 -0.2
H -1.01814 3.04344 -0.04597 0.0 -0.2 -0.2
C 1.79068 -1.46242 -0.01643 -0.2 0.0 0.2
C 1.38369 -2.34251 0.96689 0.0 -0.4 0.2
C -0.02827 -2.79420 0.73914 0.0 0.6 -1.0
H 1.90837 -2.70573 1.84861 0.3 0.2 -0.3
C -0.44433 -1.93655 -0.50247 0.2 -1.1 0.1
C 0.70317 -1.12100 -0.86337 0.4 -0.9 -0.4
H 0.78651 -0.40960 -1.69089 -0.2 -0.5 0.3
H 2.81781 -1.12688 -0.15468 -0.3 0.3 0.2
H -0.04994 -3.87754 0.50671 -0.2 0.1 0.2
H -1.13629 -2.41621 -1.22033 0.6 0.2 0.0
Ni -1.53233 -0.54333 0.21320 0.3 0.3 0.3
O 1.14207 1.91024 -1.53934 0.8 0.6 0.6
C 2.17311 2.64087 -0.81365 -1.6 0.3 -1.3
C 1.29780 3.27456 -1.88327 0.7 -0.3 1.7
H 1.91743 2.92750 0.20742 0.1 -0.5 -0.1
H 3.19880 2.36237 -1.06626 -0.3 0.1 0.2
H 0.52576 3.93864 -1.48161 0.0 -0.2 -0.3
H 0.64042 5.33474 -3.54069 0.2 -0.3 -0.3
C 1.35524 4.63636 -3.99102 0.5 -1.0 0.7
C 1.82634 3.54101 -3.21958 0.5 0.4 -1.0
C 2.82286 2.66834 -3.71856 -0.6 0.7 -0.3
H 3.22873 1.88899 -3.06610 -0.3 0.2 -0.5
C 3.25260 2.81942 -5.03678 -0.4 0.4 0.1
H 3.94822 2.09302 -5.45843 -0.1 0.3 0.0
C 2.74551 3.87631 -5.81297 -0.1 0.2 0.2
H 3.08172 4.00234 -6.83710 0.0 -0.1 0.1
C 1.83038 4.80499 -5.28270 0.2 -0.5 -0.1
H 1.44041 5.63185 -5.87664 0.3 -0.2 0.0
C -0.38869 -4.69753 3.52538 -0.1 -0.7 0.6
Si -1.68279 -3.47474 3.00240 1.1 1.7 -1.8
C -3.15107 -4.17061 2.08735 -0.3 -0.5 0.3
C -2.22526 -2.27455 4.33608 -0.2 -0.3 0.4
O -0.88193 -2.53047 1.88591 -0.2 -0.3 0.5
H -0.79567 -5.41328 4.25012 0.2 -0.1 0.0
H 0.46520 -4.18646 3.99280 -0.3 0.0 -0.1
H -0.01080 -5.25846 2.65737 -0.2 0.2 0.2
H -3.74042 -4.84655 2.72027 -0.1 0.0 -0.2
H -3.80632 -3.35636 1.74942 0.2 -0.1 0.1
H -2.82226 -4.72714 1.20141 0.0 0.1 0.1
H -1.36344 -1.81908 4.84786 -0.2 -0.2 -0.2
H -2.84863 -1.46286 3.92605 0.3 -0.3 0.0
H -2.82101 -2.81811 5.08839 0.1 0.2 -0.1
```
Forces are in eV/Å.

---

No. 2
Density functional theory data (the ωB97M-V functional and the def2-TZVPD basis) for C4H5KO2 as an isolated structure in a non-equilibrium geometry.

Computed properties:
**Charge**: 0
**HOMO**: -5.73 eV
**Total energy**: -24645.6118 eV
**Kohn-Sham gap**: 0.16805 hartree

Geometry as XYZ:
```
12
Properties=species:S:1:pos:R:3:forces:R:3
C 1.46745 -1.72086 -0.88169 -0.5 -0.7 -0.4
C 0.66302 -2.48797 -0.14690 0.8 0.1 -0.8
O -0.56171 -2.05041 0.29174 -0.9 -0.5 0.1
H 1.11116 -0.81902 -1.38358 0.3 0.1 0.7
H 2.42722 -2.12861 -1.19682 -0.3 0.2 0.1
H 0.88212 -3.53504 0.07031 0.2 0.4 0.3
H -1.05144 -2.82906 0.60765 0.3 0.5 0.0
H 0.56287 4.90793 1.41594 -1.0 -0.1 -0.5
C -0.30214 4.48620 0.90838 -0.1 0.2 0.1
C -1.11275 3.65412 0.49928 2.2 -0.6 0.8
O -1.66827 2.59543 0.14453 -1.4 -0.6 -0.6
K -2.41755 -0.07271 -0.32885 0.4 1.1 0.2
```
Forces are in eV/Å.

---

No. 3
Density functional theory data (the ωB97M-V functional and the def2-TZVPD basis) for C19H15GaNS5 as an isolated structure.

Computed properties:
**Charge**: -1
**HOMO**: -3.94 eV
**Total energy**: -127993.7777 eV
**Kohn-Sham gap**: 0.24830 hartree

Geometry as XYZ:
```
41
Properties=species:S:1:pos:R:3:forces:R:3
Ga 1.26079 -0.25766 1.68741 -0.1 -0.1 0.4
S 2.22085 -2.32759 1.60174 0.0 -0.1 -0.1
C 1.96083 -2.58504 -0.13699 0.1 0.0 0.1
C 1.12487 -3.63277 -0.52661 0.0 0.0 0.0
C 0.84976 -3.88172 -1.86244 0.0 0.0 0.0
C 1.41493 -3.08150 -2.84562 0.0 0.0 0.0
C 2.27246 -2.05724 -2.47513 0.0 0.0 0.0
C 2.54952 -1.79445 -1.13708 0.1 0.1 0.0
S 3.71039 -0.50116 -0.72877 -0.2 -0.1 0.0
C 2.80177 0.99256 -1.21656 0.0 0.1 0.0
C 1.71233 1.46326 -0.22882 0.2 -0.1 -0.1
C 1.10594 2.73020 -0.76054 0.0 0.1 0.0
C -0.10935 2.73497 -1.31604 0.0 -0.1 0.0
C -0.91820 1.53328 -1.35617 0.1 0.1 0.0
C -0.47276 0.44299 -0.68401 0.1 -0.2 -0.1
C -1.31238 -0.79909 -0.60610 0.0 0.0 0.1
S -1.46895 -1.41774 1.09992 -0.1 0.0 -0.1
C -2.09788 0.04055 1.89804 0.1 0.0 0.1
C -3.25564 0.65046 1.42845 0.0 0.0 0.0
C -3.75106 1.79438 2.02967 0.0 0.0 0.0
C -3.08245 2.33045 3.12241 0.0 0.0 0.0
C -1.93166 1.72764 3.59730 0.1 0.0 0.0
C -1.41200 0.57500 3.00251 -0.1 0.0 -0.1
S 0.03918 -0.17459 3.67739 0.1 0.0 -0.2
N 0.73351 0.37797 -0.06483 -0.3 0.3 0.2
H 0.66747 -4.23614 0.24733 0.0 0.0 0.0
H 0.18556 -4.69424 -2.13195 0.0 0.0 0.0
H 1.20617 -3.26259 -3.89270 0.0 0.0 0.0
H 2.74812 -1.44465 -3.23151 0.0 0.0 0.0
H 3.56347 1.76855 -1.31782 0.0 0.0 0.0
H 2.34393 0.83347 -2.19609 0.0 0.0 0.0
H 1.70058 3.63198 -0.67826 0.0 0.0 0.0
H -0.51607 3.66124 -1.70740 0.0 0.0 0.0
H -1.88989 1.52341 -1.82852 0.0 0.0 0.0
H -2.28901 -0.62543 -1.05515 0.0 0.0 0.0
H -0.81998 -1.61698 -1.13628 0.0 0.0 0.0
H -3.77270 0.21854 0.58009 0.0 0.0 0.0
H -4.64911 2.26320 1.64759 0.0 0.0 0.0
H -3.45191 3.22961 3.60048 0.0 0.0 0.0
H -1.39603 2.15447 4.43524 0.0 0.0 0.0
S 2.42459 1.71243 1.46584 0.1 0.0 -0.1
```
Forces are in eV/Å.

---

No. 4
Density functional theory data (the ωB97M-V functional and the def2-TZVPD basis) for C30H27N2O8S2W as an isolated structure.

Computed properties:
**Charge**: +1
**HOMO (alpha / beta)**: -10.98 / -11.89 eV
**2S+1**: 3
**Total energy**: -74403.5911 eV
**Kohn-Sham gap (alpha / beta)**: 0.30258 / 0.31322 hartree

Geometry as XYZ:
```
70
Properties=species:S:1:pos:R:3:forces:R:3
W 0.87272 0.12156 -0.60916 -0.1 0.0 0.0
O 2.90058 -3.44447 -1.30662 0.0 0.0 -0.1
C 2.75244 -2.31319 -0.94226 0.0 -0.1 0.1
O 1.54143 -1.77018 -0.77245 0.0 0.0 0.1
C 3.90316 -1.40750 -0.54271 -0.1 0.2 -0.1
C 3.58889 -0.71989 0.79628 0.1 0.0 0.0
C 4.84445 -0.12180 1.41117 0.0 0.0 0.1
C 5.12155 1.07078 0.46809 0.0 0.1 0.0
C 3.95609 0.99236 -0.50878 0.0 0.0 0.0
O 2.87254 0.48030 0.34381 0.0 0.1 -0.1
C 4.11016 -0.16395 -1.49275 0.0 0.0 0.1
C 3.06413 -0.04967 -2.59352 -0.1 -0.1 0.1
O 3.23191 -0.46519 -3.70023 0.0 0.0 -0.1
O 1.92665 0.57228 -2.21374 0.2 0.0 0.0
H 4.80471 -2.01122 -0.49660 0.0 0.0 0.0
H 2.94121 -1.27233 1.46987 0.0 0.0 0.0
H 4.64958 0.21417 2.42761 0.0 0.0 0.0
H 5.65623 -0.84572 1.43942 0.0 0.0 0.0
H 5.10903 2.01417 1.01079 0.0 0.0 0.0
H 6.07454 0.99492 -0.05226 0.0 0.0 0.0
H 3.63622 1.92933 -0.95416 0.0 0.0 0.0
H 5.08858 -0.20162 -1.96361 0.0 0.0 0.0
C 1.30926 3.49477 0.89600 0.0 0.0 -0.1
C 0.40597 3.32989 -0.27700 -0.1 -0.1 0.0
N 0.12829 2.19729 -0.88707 0.0 -0.2 0.1
C -0.78804 2.36019 -1.90798 0.0 -0.1 0.0
C -1.19879 3.63480 -2.08938 0.0 0.0 0.0
S -0.43197 4.64938 -0.95082 0.0 0.1 0.0
C -1.20559 1.14624 -2.59809 0.1 0.0 0.1
C -2.04408 1.01302 -3.64723 0.0 0.0 -0.1
S -2.17623 -0.63446 -4.07003 -0.1 0.1 -0.1
C -1.11676 -1.08519 -2.82194 0.0 0.0 0.1
N -0.68421 -0.05046 -2.12820 0.0 0.0 -0.1
C -0.79098 -2.51918 -2.59223 0.1 0.0 0.0
H 2.18916 2.86459 0.78769 0.0 0.0 0.0
H 0.80167 3.17931 1.80802 0.0 0.0 0.0
H 1.61662 4.53416 0.99513 0.0 0.0 0.0
H -1.90812 4.01429 -2.80529 0.0 0.0 0.0
H -2.56834 1.78562 -4.18371 0.0 0.0 0.0
H -1.05387 -3.10652 -3.46943 0.0 0.0 0.0
H -1.35605 -2.90366 -1.74172 0.0 0.0 0.0
H 0.26624 -2.64324 -2.37414 0.0 0.0 0.0
O -0.68812 -1.15022 0.31036 -0.1 0.0 0.0
C -1.50118 -0.47111 1.32040 0.0 0.0 0.1
C -0.54770 0.54007 1.98703 0.0 0.0 -0.1
O -0.84840 1.13551 2.98615 0.1 0.0 0.0
O 0.57868 0.70680 1.32495 0.0 -0.1 0.0
C -2.00043 -1.49036 2.32771 0.1 0.1 -0.1
C -3.29301 -1.43606 2.82856 0.0 0.0 0.0
C -3.70784 -2.35747 3.77956 0.0 0.0 0.0
C -2.83987 -3.33968 4.23110 0.0 0.0 0.0
C -1.54203 -3.38833 3.74482 0.0 0.0 0.0
C -1.12048 -2.45955 2.80628 0.0 0.0 0.0
C -2.58979 0.25274 0.54446 0.0 0.0 0.0
C -3.36617 -0.50008 -0.33569 -0.1 0.0 -0.1
C -4.35520 0.10457 -1.09260 0.0 -0.1 0.0
C -4.58736 1.46988 -0.97128 0.0 0.1 0.0
C -3.82629 2.22004 -0.09072 0.0 0.0 0.0
C -2.82628 1.61545 0.66452 0.0 0.0 0.0
H -0.38023 -2.01479 0.62462 0.1 0.0 0.0
H -3.97786 -0.67443 2.48134 0.0 0.0 0.0
H -4.71745 -2.30696 4.16486 0.0 0.0 0.0
H -3.17220 -4.05969 4.96658 0.0 0.0 0.0
H -0.85188 -4.14060 4.10259 0.0 0.0 0.0
H -0.08224 -2.49115 2.48259 0.0 0.0 0.0
H -3.20044 -1.56755 -0.42031 0.0 0.0 0.0
H -4.95683 -0.49161 -1.76680 0.0 0.0 0.0
H -5.37164 1.93824 -1.55172 0.0 0.0 0.0
H -4.01310 3.27940 0.02654 0.0 0.0 0.0
H -2.25564 2.21295 1.36331 0.0 0.0 0.0
```
Forces are in eV/Å.

---

No. 5
Density functional theory data (the ωB97M-V functional and the def2-TZVPD basis) for C29H29BrGeNO4PS2V as an isolated structure in a non-equilibrium geometry.

Computed properties:
**Charge**: 0
**HOMO (alpha / beta)**: -8.72 / -8.56 eV
**2S+1**: 2
**Total energy**: -223430.6901 eV
**Kohn-Sham gap (alpha / beta)**: 0.31008 / 0.30428 hartree

Geometry as XYZ:
```
69
Properties=species:S:1:pos:R:3:forces:R:3
V -0.48496 0.42978 0.01564 0.7 -0.4 0.7
C -3.17203 2.33922 4.72357 0.0 0.1 0.0
C -3.24414 0.87282 4.37888 0.0 0.1 -0.1
O -3.45871 0.74444 2.94815 0.0 0.0 0.2
P -2.48290 -0.15940 2.07789 -0.2 0.0 0.4
S -3.03777 -0.00441 0.20200 0.2 0.0 0.1
S -0.56312 0.33987 2.34803 -0.1 0.1 0.4
O -2.62524 -1.62959 2.66816 -0.2 -0.1 0.2
C -3.93728 -2.25095 2.69671 0.1 -0.1 -0.1
C -3.87236 -3.56337 1.95662 0.0 -0.1 0.0
H -3.06540 2.46189 5.80435 0.0 0.0 -0.1
H -4.07890 2.85283 4.40044 0.0 0.0 0.0
H -2.31627 2.80245 4.23037 0.0 0.0 0.0
H -4.08299 0.38267 4.86877 -0.1 0.0 0.0
H -2.32930 0.35752 4.67071 0.1 -0.1 0.0
H -4.67681 -1.58733 2.25005 0.0 0.1 0.0
H -4.19500 -2.39396 3.74385 0.0 0.0 0.1
H -3.60465 -3.39584 0.91188 0.0 0.0 0.0
H -4.84447 -4.06009 1.99389 0.1 0.0 0.0
H -3.12870 -4.22129 2.41098 -0.1 0.0 0.0
C 1.11976 1.17405 0.16386 -0.4 0.1 0.0
Ge 2.02596 -0.44457 -0.64561 0.3 -0.3 -0.1
C 1.69054 -1.95533 0.54071 -0.1 -0.1 0.1
C 0.45925 -2.61603 0.44420 0.2 -0.1 0.2
C 0.10144 -3.60530 1.34956 0.1 0.0 0.0
C 0.97725 -3.95867 2.36505 0.0 0.0 0.0
C 2.20162 -3.31103 2.47862 0.0 0.0 0.0
C 2.55130 -2.31236 1.57834 0.0 0.0 0.1
C 1.48342 -0.93738 -2.44917 -0.1 0.1 -0.1
C 1.29668 -2.26350 -2.83533 0.1 0.1 -0.2
C 0.95850 -2.57267 -4.14961 0.0 0.1 0.0
C 0.80371 -1.55980 -5.08516 0.0 0.0 0.0
C 1.00397 -0.23672 -4.71362 0.0 0.0 0.0
C 1.34516 0.06826 -3.40617 -0.1 -0.1 0.0
C 3.87139 0.11259 -0.75587 0.2 0.1 0.1
C 4.15838 1.39988 -1.21252 0.2 -0.1 0.1
C 5.47365 1.80958 -1.38532 0.0 0.0 0.0
C 6.51591 0.93726 -1.09775 0.0 0.0 0.0
C 6.24040 -0.34583 -0.64540 -0.1 0.0 0.0
C 4.92309 -0.75893 -0.47806 0.1 0.0 -0.1
H 1.80727 1.91888 0.55194 0.2 -0.1 0.0
H -0.23622 -2.37115 -0.34686 -0.1 0.0 -0.2
H -0.85833 -4.09655 1.26015 0.0 0.0 0.0
H 0.70385 -4.73184 3.07258 0.0 0.0 0.0
H 2.88302 -3.57727 3.27807 0.0 0.0 0.0
H 3.49669 -1.79403 1.70551 -0.1 0.0 0.0
H 1.43791 -3.06607 -2.12575 0.0 -0.1 0.1
H 0.81449 -3.60625 -4.43958 0.0 0.0 0.0
H 0.52285 -1.79936 -6.10390 0.0 0.0 0.0
H 0.87263 0.55893 -5.43740 0.0 0.0 0.0
H 1.47957 1.10783 -3.12502 0.0 0.0 0.0
H 3.35398 2.09404 -1.43021 0.0 0.0 0.0
H 5.68529 2.80879 -1.74409 0.0 0.0 0.0
H 7.54224 1.25722 -1.22849 0.0 0.0 0.0
H 7.05091 -1.02935 -0.42538 0.0 0.0 0.0
H 4.72334 -1.77362 -0.14806 0.0 0.1 0.0
Br -1.85707 5.60913 1.19165 0.0 0.0 0.0
C -2.12727 4.88518 -0.53258 0.0 0.0 0.0
C -2.75241 5.63765 -1.50932 -0.1 0.0 -0.3
N -2.97037 5.16657 -2.73978 0.1 -0.1 0.2
C -2.56742 3.92469 -3.01210 -0.1 0.3 0.0
C -1.93097 3.10258 -2.09047 0.0 0.0 0.1
C -1.70588 3.60285 -0.81925 0.0 0.0 0.0
C -1.55640 1.71698 -2.53169 0.3 -0.6 0.6
O -1.76943 1.34524 -3.65607 0.0 -0.1 -0.3
O -0.99735 0.94344 -1.60847 -0.9 1.3 -2.1
H -3.08958 6.64648 -1.29545 0.0 0.0 0.0
H -2.75256 3.54865 -4.01011 0.0 0.0 0.0
H -1.20319 3.02956 -0.06159 0.1 -0.2 0.2
```
Forces are in eV/Å.

---

Which value of charge does entry 5 give?
0

---

Which value of total energy does entry 2 give?
-24645.6118 eV

---

Look up the charge of the first one.
-1

---

Look up the total energy of the fifth one.
-223430.6901 eV